Here is a molecular structure, C13H14Cl2HoN9O2 in a non-equilibrium geometry from the Open Molecules 2025 dataset. Energies are from wB97M-V/def2-TZVPD.

Properties
expectation value of S² = 6.004
frontier orbital gap (alpha / beta) = 8.621 / 8.672 eV
lowest unoccupied orbital energy (alpha / beta) = -0.42 / -0.38 eV

Geometry as ORCA input:
```
! RIJCOSX wB97M-V def2-TZVPD def2/J DEFGRID3
* xyz 0 5
Ho -0.909 -1.079 -0.476
N 1.522 -2.217 2.010
C 0.234 -1.938 2.509
N -0.124 -2.142 3.750
N -1.441 -1.759 3.777
N -1.826 -1.370 2.622
N -0.766 -1.444 1.766
C 1.760 -2.049 0.656
N 2.756 -1.353 0.092
N 2.414 -1.261 -1.193
N 1.284 -1.874 -1.408
N 0.885 -2.458 -0.245
H 2.282 -1.981 2.628
Cl -1.599 -2.663 -2.837
C -2.838 -3.580 -1.930
Cl -2.801 -3.247 -0.184
H -2.622 -4.630 -2.071
H -3.811 -3.291 -2.305
C 3.337 2.325 0.338
C 1.891 2.059 0.039
C 1.487 1.723 -1.246
C 0.162 1.428 -1.540
C -0.209 1.072 -2.959
C -0.793 1.500 -0.503
C -0.415 1.891 0.796
C -1.444 2.074 1.876
C 0.927 2.142 1.042
C -2.276 1.288 -0.812
O -3.051 2.206 -0.791
O -2.599 0.021 -1.101
H 3.979 1.625 -0.195
H 3.543 2.233 1.404
H 3.613 3.337 0.033
H 2.226 1.643 -2.036
H 0.004 1.919 -3.612
H -1.266 0.835 -3.076
H 0.389 0.233 -3.323
H -2.044 1.175 2.032
H -2.124 2.881 1.602
H -0.964 2.315 2.822
H 1.224 2.410 2.049
*
```

Atom charges from the natural (NBO) analysis, given in e for atoms 1 to 8:
1 Ho 1.758
2 N -0.598
3 C 0.466
4 N -0.351
5 N -0.067
6 N -0.107
7 N -0.601
8 C 0.454

Here is 2 unconnected molecules or ions with the total composition C5H13N2 in a non-equilibrium geometry from the Open Molecules 2025 dataset. Energies are from wB97M-V/def2-TZVPD.

Properties
frontier orbital gap = 4.971 eV
lowest unoccupied orbital energy = -7.65 eV
energy relative to the best compared isomer or geometry (same formula, charge and spin) = 105.2 kcal/mol

Geometry as ORCA input:
```
! RIJCOSX wB97M-V def2-TZVPD def2/J DEFGRID3
* xyz 1 1
C -3.037 0.635 -0.741
C -2.149 1.028 0.458
C -1.157 -0.011 0.640
C 0.166 0.153 0.184
N 1.115 -0.725 0.251
C 0.886 -2.107 0.485
N 3.558 1.045 -0.868
H -3.757 -0.135 -0.466
H -2.485 0.263 -1.602
H -2.762 1.152 1.346
H -1.616 1.965 0.285
H -1.459 -0.958 1.080
H 0.483 1.135 -0.136
H 3.139 1.469 -1.685
H 1.079 -2.609 -0.471
H -0.123 -2.399 0.790
H 1.638 -2.464 1.189
H 4.427 0.624 -1.195
H -3.603 1.508 -1.031
H 2.946 0.329 -0.502
*
```

Atom charges from the natural (NBO) analysis, given in e for atoms 1 to 8:
1 C -0.581
2 C -0.519
3 C 0.299
4 C -0.100
5 N -0.088
6 C -0.485
7 N -1.078
8 H 0.237

Here is C15H23N5O3 in the gas phase in a non-equilibrium geometry from the Open Molecules 2025 dataset. Energies are from wB97M-V/def2-TZVPD.

Properties
SMILES string = CCCCn1nnnc1NCc1ccc(OC)c(OC)c1OC
frontier orbital gap = 8.729 eV
lowest unoccupied orbital energy = 0.54 eV
energy relative to the best compared isomer or geometry (same formula, charge and spin) = 97.5 kcal/mol

Geometry as ORCA input:
```
! RIJCOSX wB97M-V def2-TZVPD def2/J DEFGRID3
* xyz 0 1
C -1.850 -1.808 -4.902
C -2.864 -0.670 -4.871
C -2.961 0.027 -3.513
C -1.707 0.820 -3.127
N -0.659 -0.001 -2.594
N 0.504 -0.239 -3.234
N 1.193 -1.002 -2.506
N 0.566 -1.313 -1.377
C -0.596 -0.690 -1.420
N -1.607 -0.758 -0.520
C -1.289 -1.246 0.814
C -0.409 -0.291 1.583
C -0.773 1.033 1.754
C 0.067 1.924 2.393
C 1.293 1.510 2.896
O 2.178 2.361 3.508
C 1.807 3.703 3.696
C 1.660 0.158 2.783
O 2.815 -0.393 3.262
C 3.455 0.162 4.390
C 0.809 -0.731 2.104
O 1.112 -2.063 2.013
C 2.252 -2.395 1.227
H -0.834 -1.436 -4.803
H -1.920 -2.342 -5.846
H -2.043 -2.515 -4.096
H -3.852 -1.068 -5.115
H -2.607 0.066 -5.636
H -3.170 -0.716 -2.740
H -3.800 0.727 -3.541
H -1.290 1.325 -4.001
H -1.963 1.578 -2.375
H -2.237 0.033 -0.542
H -2.236 -1.411 1.334
H -0.766 -2.196 0.704
H -1.724 1.387 1.380
H -0.241 2.953 2.490
H 1.653 4.217 2.742
H 2.643 4.164 4.220
H 0.904 3.792 4.310
H 4.140 -0.613 4.737
H 2.741 0.395 5.182
H 4.020 1.061 4.135
H 2.353 -3.475 1.310
H 2.081 -2.115 0.184
H 3.153 -1.909 1.606
*
```

Atom charges from the natural (NBO) analysis, given in e for atoms 1 to 8:
1 C -0.620
2 C -0.391
3 C -0.409
4 C -0.224
5 N -0.225
6 N -0.082
7 N -0.053
8 N -0.382

Here is C5H8O in the gas phase in a non-equilibrium geometry from the Open Molecules 2025 dataset. Energies are from wB97M-V/def2-TZVPD.

Properties
frontier orbital gap (alpha / beta) = 8.700 / 7.908 eV
lowest unoccupied orbital energy (alpha / beta) = 0.16 / 0.01 eV
energy relative to the best compared isomer or geometry (same formula, charge and spin) = 98.3 kcal/mol

Geometry as ORCA input:
```
! RIJCOSX wB97M-V def2-TZVPD def2/J DEFGRID3
* xyz 0 1
C -1.375 -0.799 -0.434
C -0.368 0.219 -0.848
C 0.098 1.115 1.141
C 0.790 0.720 -0.094
C 1.628 -0.519 0.112
O 2.780 -0.617 -0.231
H -2.354 -0.321 -0.290
H -1.523 -1.565 -1.207
H -1.115 -1.258 0.524
H -0.542 0.678 -1.827
H 0.394 0.606 2.063
H -0.849 1.637 1.171
H 1.364 1.473 -0.638
H 1.071 -1.369 0.559
*
```

Atom charges from the natural (NBO) analysis, given in e for atoms 1 to 8:
1 C -0.679
2 C -0.059
3 C -0.299
4 C -0.479
5 C 0.457
6 O -0.520
7 H 0.224
8 H 0.225